(1)
The following is a DFT calculation (the ωB97M-V functional and the def2-TZVPD basis) of a cluster of 2 separate species, C2Cl2F2O in total.

```
7
Properties=species:S:1:pos:R:3:forces:R:3
C 1.4465 -0.3905 0.0649 -2.8 -1.0 2.2
C -1.1274 0.4175 0.2123 1.2 0.1 1.5
O 1.7286 -1.3205 0.7128 0.5 0.3 -0.5
F -1.1776 1.7558 0.4324 -0.2 -1.3 -0.4
F -1.6035 -0.2256 1.3041 0.3 0.6 -1.1
Cl 2.0949 0.4967 -1.1363 1.3 1.0 -1.7
Cl -1.8106 -0.1237 -1.2643 -0.2 0.2 0.0
```
Positions in Å, forces in eV/Å.

Calculated values
Highest occupied orbital energy (spin up / spin down) ... -8.76 / -9.29 eV
E ... -34597.79503 eV
Spin multiplicity ... 1
HOMO-LUMO gap (spin up / spin down) ... 8.193 / 8.686 eV
Total charge ... 0
Energy above the lowest of the compared OMol25 structures with the same formula, charge and spin ... 294.3 kJ/mol

=====

(2)
The following is a DFT calculation (the ωB97M-V functional and the def2-TZVPD basis) of a cluster of 2 separate species, C2Cl3NO2 in total.

```
8
Properties=species:S:1:pos:R:3:forces:R:3
C 0.9029 0.1043 -0.8713 -0.9 1.1 3.2
C 1.4217 0.9784 -0.0485 0.6 -0.2 -1.1
N -1.2315 -0.7660 0.5201 1.8 0.5 -1.4
O -1.4553 -0.3367 1.5795 -0.9 0.1 1.3
O -1.7336 -1.4939 -0.2542 -0.9 -0.7 -0.2
Cl 0.7336 -0.5614 -2.2921 0.2 -0.7 -1.7
Cl 2.8774 1.8195 -0.5213 0.3 0.1 -0.3
Cl 0.9129 1.4641 1.5069 -0.2 -0.2 0.2
```
Positions in Å, forces in eV/Å.

Calculated values
Highest occupied orbital energy (spin up / spin down) ... -9.52 / -9.11 eV
E ... -45219.61411 eV
Spin multiplicity ... 1
HOMO-LUMO gap (spin up / spin down) ... 8.417 / 7.883 eV
Total charge ... 0
Energy above the lowest of the compared OMol25 structures with the same formula, charge and spin ... 292.3 kJ/mol

=====

(3)
The following is a DFT calculation (the ωB97M-V functional and the def2-TZVPD basis) of a cluster of 2 separate species, C2Cl3NS2 in total.

```
8
Properties=species:S:1:pos:R:3:forces:R:3
C -2.0145 0.6470 -0.2764 1.1 -0.9 -0.5
C 0.9815 -0.9312 0.1088 2.0 1.1 -2.4
N -1.2060 -0.0384 -0.7238 -1.0 0.2 -0.3
S 2.2904 1.6667 0.1934 0.2 0.9 0.1
S 1.7633 0.2196 -0.9381 -1.0 -2.2 1.5
Cl -3.1226 1.5843 0.3713 -1.1 0.9 0.6
Cl 0.7627 -0.7017 1.7046 -0.1 0.7 1.7
Cl 0.5453 -2.4463 -0.4398 -0.1 -0.8 -0.8
```
Positions in Å, forces in eV/Å.

Calculated values
Highest occupied orbital energy (spin up / spin down) ... -8.06 / -7.90 eV
E ... -62799.19178 eV
Spin multiplicity ... 1
HOMO-LUMO gap (spin up / spin down) ... 7.225 / 6.793 eV
Total charge ... 0
Energy above the lowest of the compared OMol25 structures with the same formula, charge and spin ... 129.7 kJ/mol

=====

(4)
The following is a DFT calculation (the ωB97M-V functional and the def2-TZVPD basis) of a cluster of 2 separate species, C2Cl3OS in total.

```
7
Properties=species:S:1:pos:R:3:forces:R:3
C -1.0478 -0.3054 0.3403 2.0 -2.7 2.0
C 1.0570 -0.5079 -0.0551 -1.7 0.2 0.9
O -1.1087 -0.8745 1.3826 -0.1 0.5 0.0
S -1.9193 0.3371 -0.8019 -0.9 1.3 -1.9
Cl 1.5153 0.0628 -1.6126 0.5 0.1 -1.0
Cl 1.5811 0.6978 1.1682 0.5 -0.1 0.2
Cl 1.8058 -2.1222 0.3231 -0.3 0.6 -0.2
```
Positions in Å, forces in eV/Å.

Calculated values
Highest occupied orbital energy ... -3.92 eV
E ... -52524.85911 eV
Spin multiplicity ... 1
HOMO-LUMO gap ... 7.359 eV
Total charge ... -1
Energy above the lowest of the compared OMol25 structures with the same formula, charge and spin ... 0.0 kJ/mol

=====

(5)
The following is a DFT calculation (the ωB97M-V functional and the def2-TZVPD basis) of the molecule C2Cl4O2S.

```
9
Properties=species:S:1:pos:R:3:forces:R:3
C 0.0373 0.0822 0.7240 -2.0 -2.2 -0.2
C -0.3167 1.3057 -0.0656 -0.1 1.7 0.6
O 0.3647 -2.5884 0.3132 -0.5 -0.4 0.1
O 1.1937 -1.0150 -1.4267 -0.8 -0.7 0.1
S 0.2756 -1.3440 -0.3687 2.1 1.5 0.5
Cl -1.2392 -0.4302 1.8969 1.2 0.7 -0.7
Cl 0.9808 1.7602 -1.1902 0.0 0.5 0.7
Cl -1.7909 1.2501 -1.0005 -0.7 -0.4 -0.3
Cl -0.6375 2.6039 1.2156 0.8 -0.5 -0.7
```
Positions in Å, forces in eV/Å.

Calculated values
Highest occupied orbital energy (spin up / spin down) ... -10.18 / -10.41 eV
SMILES ... O=S(=O)=C(Cl)C(Cl)(Cl)Cl
E ... -67090.12755 eV
Spin multiplicity ... 1
HOMO-LUMO gap (spin up / spin down) ... 7.307 / 7.674 eV
Total charge ... 0
Energy above the lowest of the compared OMol25 structures with the same formula, charge and spin ... 164.9 kJ/mol

=====

(6)
The following is a DFT calculation (the ωB97M-V functional and the def2-TZVPD basis) of a structure of composition C2Cl4O2S2.

```
10
Properties=species:S:1:pos:R:3:forces:R:3
C 0.0862 -0.6490 0.9032 -2.1 -1.2 1.6
C -0.3981 0.9007 -0.8157 -0.9 0.2 -1.1
O 0.2806 -1.6641 -1.4845 3.0 -2.2 -2.7
O 1.7232 1.5531 0.8348 -1.3 -0.4 0.1
S -0.7050 -1.0274 -0.7310 -2.6 2.8 2.7
S 0.2725 1.2654 0.9175 0.7 -0.2 -0.5
Cl 1.4698 -1.3991 1.3298 1.4 -0.5 -0.2
Cl -1.3689 -1.9353 2.1748 1.1 1.9 -1.2
Cl -1.9985 1.7581 -0.9311 1.0 -0.6 0.1
Cl 0.6382 1.1976 -2.1979 -0.2 0.2 1.0
```
Positions in Å, forces in eV/Å.

Calculated values
Highest occupied orbital energy ... -10.25 eV
E ... -77924.46662 eV
Spin multiplicity ... 1
HOMO-LUMO gap ... 7.970 eV
Total charge ... 0
Energy above the lowest of the compared OMol25 structures with the same formula, charge and spin ... 120.2 kJ/mol

=====

(7)
The following is a DFT calculation (the ωB97M-V functional and the def2-TZVPD basis) of a cluster of 2 separate species, C2ClF3 in total.

```
6
Properties=species:S:1:pos:R:3:forces:R:3
C 0.3982 0.4890 0.0005 3.4 -1.4 0.0
C -0.6883 -0.2599 0.0943 0.7 -0.5 -0.9
F 0.8434 1.6638 0.0006 -0.5 0.2 0.1
F 2.2912 -0.4497 -0.0672 -4.2 1.6 0.2
F -0.4927 -1.5560 -0.0267 0.1 -0.5 0.4
Cl -2.3518 0.1129 -0.0015 0.5 0.7 0.3
```
Positions in Å, forces in eV/Å.

Calculated values
Highest occupied orbital energy ... -11.10 eV
E ... -22743.49050 eV
Spin multiplicity ... 1
HOMO-LUMO gap ... 8.823 eV
Total charge ... 0
Energy above the lowest of the compared OMol25 structures with the same formula, charge and spin ... 386.4 kJ/mol

=====

(8)
The following is a DFT calculation (the ωB97M-V functional and the def2-TZVPD basis) of a cluster of 2 separate species, C2ClF3 in total.

```
6
Properties=species:S:1:pos:R:3:forces:R:3
C 0.8140 -0.6999 -1.0706 -0.4 0.6 -1.5
C -0.5503 1.0852 0.8115 -0.8 -2.4 -1.3
F 0.1255 -1.7348 -0.7961 -0.2 -1.2 0.7
F 0.2568 -0.3196 -2.2201 0.7 0.4 0.5
F -0.6316 -0.2367 1.1608 0.0 1.7 0.0
Cl -0.0145 1.9058 2.1145 0.6 0.9 1.6
```
Positions in Å, forces in eV/Å.

Calculated values
Highest occupied orbital energy ... -10.40 eV
E ... -22743.59517 eV
Spin multiplicity ... 1
HOMO-LUMO gap ... 9.558 eV
Total charge ... 0
Energy above the lowest of the compared OMol25 structures with the same formula, charge and spin ... 376.3 kJ/mol

=====

(9)
The following is a DFT calculation (the ωB97M-V functional and the def2-TZVPD basis) of the molecule C2ClF3.

```
6
Properties=species:S:1:pos:R:3:forces:R:3
C -0.5718 0.2914 -0.0115 1.7 -0.8 -0.1
C 0.6854 -0.3399 -0.1587 -3.5 2.8 1.9
F -0.5834 1.6602 0.1585 -0.2 -2.1 -0.8
F 1.7606 0.4614 -0.1196 -0.5 -1.2 -0.2
F 0.9048 -1.5923 0.1804 0.2 0.3 -0.9
Cl -2.1956 -0.4810 -0.0491 2.3 1.0 0.1
```
Positions in Å, forces in eV/Å.

Calculated values
Highest occupied orbital energy ... -9.75 eV
SMILES ... FC(F)=C(F)Cl
E ... -22746.77301 eV
Spin multiplicity ... 1
HOMO-LUMO gap ... 10.250 eV
Total charge ... 0
Energy above the lowest of the compared OMol25 structures with the same formula, charge and spin ... 69.7 kJ/mol

=====

Results for F_max: 0.0727 0.0676 0.0638 0.0758 0.0579 0.0910 0.0870 0.0549 0.0941 (in hartree/bohr, following the order of the records).